No. 1
This record from the OMol25 dataset describes a single H2N2O4S molecule in a non-equilibrium geometry. The level of theory is ωB97M-V/def2-TZVPD.

Geometry as XYZ:
```
9
Properties=species:S:1:pos:R:3:mulliken_charge:R:1
N 0.537 0.470 -0.688 1.09
N -0.659 0.396 -0.609 -0.42
O 1.344 1.342 -0.540 -0.70
O 2.621 -0.588 -0.920 -0.32
O -3.104 0.906 0.201 -0.40
O 1.257 -0.886 -0.942 -0.21
S -1.697 1.637 -0.139 0.21
H 2.474 0.381 -0.845 0.41
H -2.978 0.447 0.963 0.34
```

Its HOMO energy is -9.5 eV. The spin multiplicity is 1. The energy relative to the best compared isomer or geometry (same formula, charge and spin) is 123.7 kcal per mole. The HOMO-LUMO gap is 9.61 eV. As for the maximum force: 0.086 Eh/bohr.

No. 2
This record from the OMol25 dataset describes 2 unconnected molecules or ions with the total composition H4O2 in a non-equilibrium geometry. The level of theory is ωB97M-V/def2-TZVPD.

Geometry as XYZ:
```
6
Properties=species:S:1:pos:R:3:mulliken_charge:R:1
O 1.345 -0.782 -0.762 -0.65
H 0.629 -0.562 -0.062 0.37
H 1.849 0.046 -0.821 0.30
O -0.884 0.524 0.302 -0.68
H -1.082 0.139 1.219 0.34
H -1.858 0.634 0.125 0.32
```

Its HOMO energy is -10.7 eV. The spin multiplicity is 1. The energy relative to the best compared isomer or geometry (same formula, charge and spin) is 9.9 kcal per mole. The HOMO-LUMO gap is 11.19 eV. As for the maximum force: 0.075 Eh/bohr.

No. 3
This record from the OMol25 dataset describes 2 unconnected molecules or ions with the total composition C2H7N3O3 in a non-equilibrium geometry. The level of theory is ωB97M-V/def2-TZVPD.

Geometry as XYZ:
```
15
Properties=species:S:1:pos:R:3:mulliken_charge:R:1
C -1.429 1.225 -1.972 -0.42
C 0.305 -0.304 0.550 0.23
H -0.496 1.901 -2.097 0.24
H -1.246 0.178 -2.711 0.23
H -2.387 1.951 -2.205 0.25
H 2.222 0.540 0.290 0.31
H 2.184 -1.900 -0.572 0.34
H -1.414 -0.690 1.450 0.30
H 0.140 0.254 3.215 0.23
N -0.095 0.433 -0.443 -0.29
N 1.754 -0.431 0.650 -0.21
N -0.522 -1.028 1.347 -0.08
O -1.421 0.761 -0.354 -0.30
O 2.274 -1.735 0.349 -0.41
O 0.131 -1.155 2.502 -0.42
```

Its HOMO energy is -8.7 eV. The spin multiplicity is 1. The energy relative to the best compared isomer or geometry (same formula, charge and spin) is 278.6 kcal per mole. The HOMO-LUMO gap is 8.05 eV. As for the maximum force: 0.104 Eh/bohr.

No. 4
This record from the OMol25 dataset describes a molecular structure, C22H30IN3O5SSbZn. The level of theory is ωB97M-V/def2-TZVPD.

Geometry as XYZ:
```
64
Properties=species:S:1:pos:R:3:mulliken_charge:R:1
Zn 1.317 1.274 -1.253 0.97
O 7.189 2.168 0.065 -0.55
C 5.898 1.856 -0.230 1.18
C 5.490 1.583 -1.533 -0.54
C 4.158 1.295 -1.745 -0.12
N 3.293 1.300 -0.740 0.05
C 3.671 1.536 0.511 0.26
C 4.986 1.808 0.819 -0.60
C 2.526 1.452 1.527 0.10
O 2.822 1.412 2.719 -0.76
O 1.371 1.397 0.990 -0.61
C 3.558 0.923 -3.110 0.31
O 4.345 0.773 -4.040 -0.77
O 2.292 0.780 -3.099 -0.60
H 7.691 2.213 -0.756 0.29
H 6.173 1.587 -2.374 0.45
H 5.288 1.987 1.841 0.56
I 0.241 3.484 -1.847 -0.48
C -3.331 1.540 -2.187 -1.36
C -3.536 0.628 -0.978 0.40
C -4.857 0.928 -0.275 -1.32
Sb -1.733 0.691 0.285 0.10
C -2.434 2.108 1.779 0.28
C -1.428 2.134 2.930 -1.45
C -2.611 3.496 1.169 -1.34
C -2.144 -1.149 1.424 0.56
C -3.224 -1.078 2.502 -1.44
C -2.421 -2.290 0.440 -1.60
H -4.168 1.442 -2.890 0.41
H -2.411 1.304 -2.724 0.28
H -3.262 2.589 -1.893 0.25
H -3.550 -0.409 -1.328 0.36
H -4.892 1.960 0.081 0.20
H -5.026 0.274 0.581 0.20
H -5.699 0.791 -0.966 0.44
H -3.397 1.726 2.129 0.43
H -0.454 2.485 2.584 0.23
H -1.268 1.142 3.360 0.31
H -1.774 2.796 3.733 0.42
H -1.647 3.908 0.864 0.26
H -3.059 4.181 1.900 0.40
H -3.251 3.485 0.284 0.24
H -1.189 -1.349 1.921 0.27
H -4.206 -0.882 2.068 0.20
H -3.019 -0.301 3.240 0.29
H -3.291 -2.033 3.039 0.46
H -3.464 -2.269 0.113 0.38
H -2.240 -3.269 0.899 0.42
H -1.797 -2.231 -0.459 0.29
N 1.779 -5.629 0.308 -0.31
C 1.220 -5.163 -0.818 0.12
S 0.655 -6.185 -1.985 -0.38
C 1.140 -3.674 -0.920 1.15
C 1.001 -3.054 -2.153 -0.66
C 0.953 -1.673 -2.215 -0.90
N 1.006 -0.902 -1.127 0.60
C 1.124 -1.490 0.065 -0.85
C 1.198 -2.863 0.210 -0.75
H 1.889 -6.625 0.399 0.21
H 2.263 -5.025 0.949 0.19
H 0.954 -3.650 -3.054 0.44
H 0.889 -1.151 -3.161 0.57
H 1.144 -0.823 0.921 0.49
H 1.263 -3.269 1.210 0.29
```

Its HOMO energy is -5.0 eV. The spin multiplicity is 1. The energy relative to the best compared isomer or geometry (same formula, charge and spin) is 0.0 kcal per mole. The total charge is -1. The HOMO-LUMO gap is 6.24 eV. As for the maximum force: 0.008 Eh/bohr.

No. 5
This record from the OMol25 dataset describes a molecular structure, C3H7Cl4OY in a non-equilibrium geometry. The level of theory is ωB97M-V/def2-TZVPD.

Geometry as XYZ:
```
16
Properties=species:S:1:pos:R:3:mulliken_charge:R:1
Y -3.502 2.381 6.849 1.35
C -0.290 -1.668 3.247 -0.31
O -1.009 -0.726 3.977 -0.12
H -1.001 -2.418 2.899 0.31
H 0.157 -1.320 2.316 0.31
H 0.513 -2.116 3.833 0.27
C 2.269 -2.489 -3.257 -0.21
Cl 2.539 -0.944 -4.199 -0.10
Cl 0.617 -3.168 -3.498 -0.10
H 3.037 -3.209 -3.540 0.29
H 2.353 -2.366 -2.177 0.24
C -1.036 3.484 -1.249 -0.20
Cl -1.222 4.774 -0.078 -0.13
Cl -2.081 3.747 -2.684 -0.11
H -0.021 3.502 -1.645 0.27
H -1.325 2.536 -0.794 0.23
```

Its HOMO energy is -14.5 eV. The spin multiplicity is 1. The energy relative to the best compared isomer or geometry (same formula, charge and spin) is 26.3 kcal per mole. The total charge is +2. The HOMO-LUMO gap is 1.70 eV. As for the maximum force: 0.082 Eh/bohr.

No. 6
This record from the OMol25 dataset describes a molecular structure, C35H23F12N3O4V. The level of theory is ωB97M-V/def2-TZVPD.

Geometry as XYZ:
```
78
Properties=species:S:1:pos:R:3:lowdin_spin:R:1
V -0.349 -1.252 -1.415 2.75
C 4.069 -0.227 3.280 0.00
C 2.843 -0.779 2.604 0.00
C 1.566 -0.553 3.099 0.00
C 0.456 -1.026 2.427 0.00
C 0.562 -1.744 1.226 0.01
N -0.550 -2.106 0.484 0.01
C -1.696 -2.518 1.110 0.01
C -1.614 -3.288 2.292 0.00
C -2.723 -3.778 2.946 0.00
C -4.002 -3.540 2.457 0.00
C -5.230 -4.085 3.137 0.00
C -4.098 -2.789 1.294 0.00
C -3.006 -2.275 0.599 0.00
C -3.224 -1.385 -0.652 0.01
O -2.307 -1.516 -1.630 0.04
C -4.595 -1.675 -1.353 0.00
F -4.672 -1.101 -2.554 0.00
F -4.767 -2.996 -1.548 0.00
F -5.696 -1.241 -0.673 0.00
C -3.266 0.101 -0.157 0.00
F -2.044 0.495 0.238 0.01
F -3.647 0.960 -1.123 0.00
F -4.094 0.309 0.889 0.00
C 1.863 -2.002 0.722 0.01
C 2.955 -1.509 1.425 0.00
C 1.996 -2.817 -0.592 0.01
O 1.319 -2.316 -1.649 0.05
C 3.477 -2.873 -1.071 0.00
F 3.612 -3.492 -2.252 0.00
F 4.328 -3.506 -0.214 0.00
F 3.971 -1.636 -1.249 0.00
C 1.525 -4.317 -0.293 0.00
F 2.373 -5.258 -0.800 0.00
F 0.337 -4.582 -0.824 0.00
F 1.446 -4.598 1.027 0.00
H 3.863 0.032 4.322 0.00
H 4.442 0.677 2.787 0.00
H 4.889 -0.951 3.278 0.00
H 1.432 0.020 4.013 0.00
H -0.535 -0.820 2.812 0.00
H -0.625 -3.505 2.675 0.00
H -2.590 -4.370 3.849 0.00
H -4.979 -4.496 4.118 0.00
H -5.701 -4.887 2.560 0.00
H -5.990 -3.313 3.291 0.00
H -5.093 -2.584 0.921 0.00
H 3.954 -1.689 1.057 0.00
O -1.544 1.298 -4.345 0.00
C -0.834 1.501 -3.383 0.01
N -0.582 2.796 -2.899 0.00
C 0.493 2.780 -1.938 0.00
C 0.660 1.249 -1.769 0.02
O 1.429 0.754 -0.955 0.02
N -0.148 0.574 -2.615 0.02
C 0.128 3.386 -0.591 0.00
C 1.079 3.419 0.428 0.00
C 0.748 3.911 1.678 0.00
C -0.538 4.380 1.929 0.00
C -1.488 4.341 0.922 0.00
C -1.157 3.840 -0.333 0.00
C 1.771 3.396 -2.513 0.00
C 1.952 4.774 -2.470 0.00
C 3.062 5.368 -3.055 0.00
C 4.014 4.580 -3.686 0.00
C 3.846 3.204 -3.727 0.00
C 2.732 2.611 -3.146 0.00
H -0.667 3.539 -3.572 0.00
H 2.068 3.018 0.244 0.00
H 1.490 3.906 2.467 0.00
H -0.798 4.753 2.912 0.00
H -2.500 4.676 1.114 0.00
H -1.905 3.763 -1.110 0.00
H 1.220 5.388 -1.956 0.00
H 3.184 6.444 -3.009 0.00
H 4.887 5.037 -4.136 0.00
H 4.588 2.576 -4.205 0.00
H 2.625 1.535 -3.171 0.00
```

Its HOMO energy (alpha / beta) is -0.4 / -1.4 eV. The spin multiplicity is 4. The energy relative to the best compared isomer or geometry (same formula, charge and spin) is 0.0 kcal per mole. The total charge is -2. The HOMO-LUMO gap (alpha / beta) is 4.60 / 5.60 eV. As for the maximum force: 0.011 Eh/bohr.